Density functional theory data (ωB97M-V with the def2-TZVPD basis set) for a cluster of 5 separate species, C44H92BrFN6O5P in total in a non-equilibrium geometry.

Geometry (Å):
1 C 1.95508 7.88640 -3.43659
2 O 1.33674 6.76586 -2.85196
3 C 1.61252 5.56308 -3.55890
4 C 1.74366 4.39906 -2.56188
5 C 0.69515 3.28433 -2.78651
6 C 0.05748 2.87460 -1.46092
7 C -1.02441 1.80623 -1.59999
8 C -0.50328 0.38522 -1.81482
9 C 0.22046 -0.20166 -0.60140
10 C -0.73610 -0.87352 0.38499
11 C -0.05386 -1.62689 1.54214
12 N 1.29647 -2.14051 1.18344
13 C 2.31804 -1.35835 1.49744
14 C 3.58323 -1.69076 1.20031
15 C 3.81120 -2.89183 0.57126
16 C 5.23427 -3.23527 0.23899
17 O 5.77620 -4.28447 0.46391
18 O 5.98756 -2.19010 -0.36929
19 F 6.42058 -1.35334 0.69096
20 C 2.74963 -3.71399 0.26934
21 C 3.01392 -5.00851 -0.43918
22 C 2.88049 -4.76877 -1.94793
23 O 3.68523 -5.26563 -2.70681
24 N 1.81065 -3.92183 -2.42098
25 C 0.93599 -4.67912 -3.36511
26 C 2.35333 -2.77215 -3.16170
27 C 1.46690 -3.31937 0.57098
28 P -0.13805 -4.25439 0.24416
29 O 0.18687 -5.51711 -0.73286
30 Br -0.49657 -5.16051 2.27016
31 H 1.96764 7.84347 -4.52922
32 H 2.98339 8.02733 -3.08421
33 H 1.40956 8.78790 -3.16027
34 H 0.88287 5.36748 -4.35221
35 H 2.58192 5.71593 -4.04752
36 H 1.67917 4.83178 -1.56356
37 H 2.75303 3.99887 -2.66537
38 H -0.03664 3.67603 -3.49475
39 H 1.17264 2.42566 -3.26682
40 H 0.84618 2.62087 -0.74713
41 H -0.42140 3.77414 -1.06519
42 H -1.64042 2.04817 -2.46977
43 H -1.71205 1.85784 -0.75112
44 H 0.14192 0.33457 -2.69201
45 H -1.36833 -0.24330 -2.04703
46 H 0.73346 0.60998 -0.07253
47 H 1.01089 -0.88446 -0.92642
48 H -1.34608 -0.08406 0.82711
49 H -1.44175 -1.52896 -0.12513
50 H -0.67989 -2.40473 1.96492
51 H 0.10481 -0.91708 2.34955
52 H 2.12710 -0.42580 2.00186
53 H 4.41511 -1.04850 1.43850
54 H 4.01766 -5.38463 -0.29064
55 H 2.35847 -5.80173 -0.09993
56 H 1.11125 -4.37338 -4.39245
57 H -0.10871 -4.50366 -3.11620
58 H 1.10412 -5.74817 -3.26101
59 H 1.53621 -2.24178 -3.64290
60 H 3.05257 -3.08077 -3.94478
61 H 2.86109 -2.05949 -2.50668
62 H 0.23095 -6.31733 -0.18378
63 C 8.30291 -3.93733 2.53241
64 C 8.22781 -5.24215 3.31151
65 N 9.17504 -5.31564 4.40422
66 C 9.30225 -6.65026 4.96749
67 C 8.07847 -7.25955 5.66124
68 C 9.11848 -4.22788 5.36496
69 C 7.79058 -3.97923 6.09335
70 H 9.31459 -3.75442 2.16841
71 H 7.64034 -3.98586 1.67035
72 H 7.99112 -3.08152 3.13566
73 H 8.44484 -6.05627 2.61481
74 H 7.18848 -5.39206 3.65029
75 H 10.14316 -6.65772 5.66546
76 H 9.60114 -7.32216 4.15679
77 H 7.90241 -6.81600 6.64030
78 H 8.24273 -8.32677 5.82243
79 H 7.17026 -7.15801 5.06549
80 H 9.39745 -3.30520 4.84892
81 H 9.90821 -4.37263 6.10543
82 H 6.93328 -4.01751 5.41860
83 H 7.80386 -2.98560 6.54675
84 H 7.62727 -4.69179 6.89992
85 C -5.70476 4.18339 -1.10584
86 C -5.75012 2.67480 -1.29664
87 N -5.36272 1.93159 -0.11097
88 C -5.13488 0.52154 -0.36624
89 C -6.32437 -0.33561 -0.81378
90 C -6.10228 2.24140 1.10206
91 C -7.62481 2.06135 1.08255
92 H -4.72083 4.50508 -0.76068
93 H -5.90820 4.68047 -2.05493
94 H -6.45331 4.52948 -0.39227
95 H -5.05342 2.42121 -2.10114
96 H -6.75234 2.39398 -1.65405
97 H -4.69241 0.06666 0.52656
98 H -4.35711 0.44845 -1.13666
99 H -7.00199 -0.55221 0.01047
100 H -5.96444 -1.29691 -1.18847
101 H -6.89280 0.13243 -1.61728
102 H -5.88912 3.27893 1.37242
103 H -5.68604 1.65671 1.92708
104 H -8.08181 2.46043 0.17618
105 H -8.06453 2.59236 1.92813
106 H -7.91122 1.01544 1.18300
107 C 4.58232 2.41676 -4.76585
108 C 4.66469 1.96287 -6.21398
109 N 3.38732 1.52672 -6.74622
110 C 3.49966 0.83719 -8.02228
111 C 4.01145 1.63214 -9.22821
112 C 2.29878 2.48420 -6.63918
113 C 2.48091 3.85935 -7.29434
114 H 4.14931 1.63762 -4.13441
115 H 5.58116 2.63892 -4.38759
116 H 3.98460 3.32377 -4.65866
117 H 5.36210 1.12230 -6.26148
118 H 5.11281 2.77073 -6.81206
119 H 2.52803 0.40254 -8.27307
120 H 4.16457 -0.02018 -7.87536
121 H 3.25720 2.31606 -9.61464
122 H 4.26172 0.94592 -10.03957
123 H 4.91163 2.20245 -8.99752
124 H 2.09054 2.64344 -5.57616
125 H 1.38710 2.02302 -7.02767
126 H 3.46444 4.28742 -7.09568
127 H 1.73769 4.55462 -6.89673
128 H 2.33206 3.82099 -8.37183
129 C -7.97894 2.63750 4.81600
130 C -9.48766 2.57687 5.00112
131 N -9.92949 1.41452 5.74636
132 C -11.36697 1.20418 5.68511
133 C -12.27811 2.26314 6.31581
134 C -9.32017 1.23068 7.05224
135 C -9.46707 2.35958 8.08096
136 H -7.60474 1.72313 4.35137
137 H -7.72083 3.47587 4.16654
138 H -7.45440 2.78744 5.76069
139 H -9.94247 2.53888 4.00698
140 H -9.82443 3.51924 5.46022
141 H -11.59827 0.23135 6.12723
142 H -11.64053 1.10800 4.62935
143 H -12.27271 2.20914 7.40351
144 H -13.30872 2.09688 5.99579
145 H -12.00585 3.27595 6.01721
146 H -8.25218 1.04654 6.90480
147 H -9.69741 0.30188 7.48711
148 H -9.28817 3.34393 7.64631
149 H -8.73754 2.22073 8.88180
150 H -10.45075 2.36139 8.54713

The largest force on an atom comes out at 2.182 eV/A. The value obtained for the HOMO energy is -9.25 eV. For the total energy, the calculation gives -148335.355 eV. As for the charge: +1. Its gap between HOMO and LUMO is 4.34 eV.

These are the Mulliken partial charges, in e, on atoms 1 to 6: C -0.75; O -0.43; C -0.47; C -0.96; C 0.09; C -0.91